Entry 1:
121
Properties=species:S:1:pos:R:3:mulliken_charge:R:1 method="wB97M-V/def2-TZVPD" charge=+1 gap_ev=7.74 e_lumo_ha=-0.1042
C 2.1005 -0.3146 0.8718 -1.349
C 0.9562 -1.0638 1.5358 0.962
Cl 1.6294 -2.3022 2.6393 -0.201
C 0.0380 -1.6912 0.4758 -0.061
C -0.7354 -2.9325 0.9069 0.004
C -1.5684 -3.5267 -0.2592 -0.835
N -3.0524 -3.2578 -0.1523 0.817
O -3.6174 -3.2427 -1.4489 -0.524
B -3.7899 -4.4524 0.5957 0.329
O -3.7590 -4.4599 1.9413 -0.459
O -4.3844 -5.3000 -0.2377 -0.480
C -3.2543 -1.9124 0.4861 0.953
C -4.7445 -1.5382 0.5375 -0.323
O -5.4446 -1.8650 1.4412 -0.506
N -5.2150 -0.7761 -0.5507 -0.087
C -4.5126 0.4484 -0.7496 0.558
O -4.5546 1.4120 -0.0933 -0.444
F -3.6644 0.3222 -1.7872 -0.182
C -2.6250 -1.8458 1.8910 -1.570
O -1.5378 -2.7327 2.0508 -0.563
H 2.7363 0.1578 1.6207 0.441
H 1.6960 0.4700 0.2252 0.132
H 2.7184 -0.9871 0.2754 0.433
H 0.3883 -0.3501 2.1358 -0.489
H -0.6693 -0.9233 0.1346 -0.224
H 0.6298 -1.9591 -0.4086 -0.032
H -0.0168 -3.7026 1.1864 1.155
H -1.4388 -4.6080 -0.3353 0.308
H -1.2474 -3.1018 -1.2148 0.159
H -3.0979 -2.5941 -1.9556 0.371
H -3.0909 -4.9998 2.3784 0.327
H -4.7767 -6.0549 0.2212 0.371
H -2.7530 -1.2114 -0.1873 0.146
H -6.2014 -0.5917 -0.3647 0.439
H -2.3403 -0.8010 2.0760 0.554
H -3.3709 -2.1253 2.6286 0.684
C -0.9669 2.7637 2.8804 -0.697
C -2.3088 2.9317 2.1741 0.485
C -2.9684 4.2999 2.3874 -0.918
O -3.5457 4.4715 3.6630 -0.388
C -2.6404 4.8515 4.6869 -0.537
N -3.1968 1.8273 2.5559 -0.276
H -1.0932 2.5854 3.9488 0.070
H -0.4332 1.9050 2.4698 -0.285
H -0.3381 3.6461 2.7543 0.427
H -2.1310 2.8471 1.0958 0.344
H -3.7933 4.3952 1.6765 0.336
H -2.2554 5.1085 2.1786 0.445
H -1.8708 5.5283 4.3028 0.327
H -2.1565 3.9827 5.1348 0.123
H -3.2111 5.3696 5.4555 0.254
H -4.0341 1.8618 1.9846 0.221
H -3.5099 1.9982 3.5078 0.208
C 8.2736 -2.0666 1.7953 -1.413
C 7.4386 -2.1914 0.5258 0.382
C 6.2359 -1.2435 0.4742 -0.797
O 5.1469 -1.6199 1.2984 -0.161
C 5.2496 -1.2369 2.6574 -0.705
N 7.0639 -3.5936 0.3385 -0.729
H 7.7936 -2.5650 2.6382 0.289
H 9.2425 -2.5414 1.6489 0.345
H 8.4417 -1.0217 2.0619 0.348
H 8.0762 -1.9121 -0.3194 0.407
H 5.8407 -1.2487 -0.5456 0.298
H 6.5428 -0.2145 0.7051 0.442
H 5.7493 -0.2683 2.7590 0.344
H 5.7846 -1.9787 3.2544 0.216
H 4.2353 -1.1574 3.0466 0.179
H 6.6270 -3.7181 -0.5690 0.263
H 6.3447 -3.8270 1.0171 0.305
C 0.5111 -0.6401 -5.7302 -1.348
C 1.3740 -1.6297 -4.9561 0.204
C 0.9601 -1.8018 -3.4900 -0.274
O 1.3071 -0.7287 -2.6353 -0.243
C 0.4287 0.3780 -2.6545 -0.627
N 2.7780 -1.2566 -5.1059 -0.729
H 0.7686 0.3942 -5.5025 0.242
H 0.6582 -0.7705 -6.7996 0.284
H -0.5518 -0.7841 -5.5215 0.303
H 1.2510 -2.6148 -5.4185 0.462
H 1.4811 -2.6738 -3.0841 0.406
H -0.1252 -1.9948 -3.4226 0.028
H -0.6101 0.0474 -2.7860 0.271
H 0.6716 1.0957 -3.4392 0.285
H 0.5248 0.8748 -1.6888 0.183
H 3.3814 -1.9747 -4.7188 0.289
H 2.9609 -0.4234 -4.5548 0.309
C -0.9959 3.4054 -10.3679 -1.405
C 0.1079 2.4096 -10.0281 0.364
C -0.3940 1.1218 -9.3669 -0.811
O -0.7684 1.2568 -8.0064 -0.186
C -2.0651 1.7684 -7.7789 -0.758
N 1.1361 3.0891 -9.2396 -0.711
H -1.3316 3.9457 -9.4820 0.295
H -0.6218 4.1453 -11.0738 0.354
H -1.8577 2.9090 -10.8178 0.340
H 0.5752 2.0996 -10.9683 0.393
H 0.4250 0.3978 -9.3673 0.359
H -1.2222 0.6846 -9.9405 0.412
H -2.7665 1.4314 -8.5488 0.352
H -2.0802 2.8603 -7.7421 0.266
H -2.3979 1.3895 -6.8116 0.196
H 1.9418 2.4830 -9.1225 0.276
H 0.7760 3.2387 -8.3016 0.294
C -0.1510 -0.0836 8.7083 -1.362
C 0.4999 1.2857 8.5443 0.345
C -0.4968 2.4272 8.3187 -0.789
O -1.0587 2.4693 7.0180 -0.294
C -2.1558 1.6111 6.7940 -0.643
N 1.5173 1.2061 7.4947 -0.678
H -0.4647 -0.4922 7.7468 0.237
H 0.5632 -0.7837 9.1394 0.342
H -1.0219 -0.0359 9.3644 0.348
H 1.0182 1.5197 9.4796 0.424
H 0.0340 3.3750 8.4329 0.311
H -1.2958 2.4020 9.0712 0.412
H -2.7924 1.5190 7.6793 0.426
H -1.8424 0.6133 6.4750 0.168
H -2.7452 2.0516 5.9882 0.184
H 2.0542 2.0670 7.4675 0.271
H 1.0446 1.1602 6.5963 0.258

---

Entry 2:
59
Properties=species:S:1:pos:R:3:mulliken_charge:R:1 method="wB97M-V/def2-TZVPD" charge=+1 gap_ev=7.85 e_lumo_ha=-0.1422
Sr 1.8909 3.7040 0.0949 1.616
Sr 1.7698 1.1084 2.4787 1.628
O 1.1296 3.3843 2.4224 -0.838
H 0.8637 4.0356 3.0632 0.049
O 0.9635 1.5254 0.1894 -0.506
H 0.7240 0.9448 -0.5245 -0.477
O 3.6784 2.2236 1.1816 -0.935
H 4.4126 2.7725 0.9040 0.089
C -3.2316 -0.2621 -4.3914 -1.366
C -2.6132 -0.9265 -3.1631 0.144
C -1.3549 -0.2156 -2.7003 -0.303
O -0.2620 -0.4513 -3.5587 -0.395
C 0.8280 0.3808 -3.2093 0.001
N -3.5495 -0.9845 -2.0230 -0.632
H -3.8625 0.5569 -4.0092 0.368
H -3.9790 -0.8921 -4.8769 0.365
H -2.5959 0.2406 -5.1186 0.309
H -2.3233 -1.9590 -3.3835 0.393
H -1.0971 -0.4233 -1.6525 0.137
H -1.5854 0.8697 -2.7167 0.272
H 1.6295 0.1241 -3.8927 0.318
H 1.0822 0.1290 -2.1777 -0.333
H 0.5418 1.4370 -3.2412 0.286
H -3.8865 -0.0389 -1.8600 0.253
H -4.3321 -1.5444 -2.3493 0.280
C 5.3763 -2.5114 0.3455 -1.410
C 4.7443 -1.1468 0.1509 0.444
C 3.3907 -1.2715 -0.5167 -0.184
O 2.5942 -2.2983 0.0721 -0.417
C 1.3548 -2.5027 -0.5495 -0.474
N 4.5574 -0.5253 1.4980 -0.505
H 4.7293 -3.1989 0.8860 0.359
H 6.3219 -2.5272 0.8943 0.415
H 5.6393 -2.9311 -0.6305 0.346
H 5.3032 -0.4884 -0.5209 0.283
H 3.5569 -1.5171 -1.5760 0.325
H 2.7391 -0.3923 -0.5037 0.074
H 0.6957 -1.6794 -0.2378 0.032
H 0.8930 -3.4119 -0.1710 0.374
H 1.3895 -2.5437 -1.6418 0.294
H 5.4365 -0.6087 1.9984 0.226
H 4.4243 0.4688 1.2855 0.031
C -2.7146 1.5406 1.0379 -1.312
C -2.0896 0.8392 2.2508 0.710
C -3.0407 -0.0955 2.9832 -0.796
O -4.2801 0.4580 3.2855 -0.352
C -4.3014 1.2037 4.4760 -0.670
N -0.9119 0.0362 1.8168 -0.503
H -2.0282 2.1476 0.4405 0.294
H -3.5099 2.2215 1.3493 0.425
H -3.0714 0.7930 0.3213 0.157
H -1.6511 1.6480 2.8502 0.223
H -2.5671 -0.5919 3.8396 0.389
H -3.1954 -0.9123 2.2637 0.377
H -5.2882 1.6283 4.6430 0.259
H -3.5630 2.0123 4.4452 0.264
H -4.0945 0.5881 5.3602 0.301
H -1.2284 -0.7684 1.2743 0.232
H -0.4520 0.5987 1.0943 0.068

---

Entry 3:
88
Properties=species:S:1:pos:R:3:mulliken_charge:R:1 method="wB97M-V/def2-TZVPD" charge=+2 gap_ev=7.62 e_lumo_ha=-0.2120
Ti 0.3208 0.1005 0.0300 -0.049
C 1.0142 -2.7735 -1.7655 -2.184
N 1.0567 -1.3487 -2.0784 0.323
C 0.5090 -0.9724 -3.3750 -1.162
C -0.4445 0.1619 -3.2268 -0.364
N -0.8115 0.6758 -2.0852 2.048
C -1.7700 1.6598 -2.4024 -0.541
C -2.5464 2.4968 -1.5993 0.613
C -3.4208 3.3640 -2.2234 -1.664
C -3.5390 3.4154 -3.6212 -0.649
C -2.7898 2.5865 -4.4296 -1.250
C -1.9173 1.7154 -3.7869 0.447
N -1.0550 0.7437 -4.2809 -0.063
C -0.0091 -3.0178 -0.7184 0.226
N -0.3653 -2.1209 0.1708 2.133
C -1.2456 -2.7889 1.0460 -0.468
C -1.9078 -2.3737 2.2004 0.169
C -2.6889 -3.2960 2.8673 -1.281
C -2.8239 -4.6183 2.4134 -0.693
C -2.1653 -5.0479 1.2814 -1.160
C -1.3779 -4.1084 0.6270 0.957
N -0.5899 -4.2084 -0.5129 -0.013
H 1.9754 -3.0789 -1.3598 0.397
H 0.8249 -3.3933 -2.6425 0.559
H 2.0061 -1.0246 -1.9911 -0.022
H -0.0204 -1.8132 -3.8230 0.538
H 1.2994 -0.6975 -4.0752 0.476
H -2.4726 2.4659 -0.5242 0.391
H -4.0350 4.0239 -1.6221 0.532
H -4.2355 4.1113 -4.0716 0.432
H -2.8819 2.6104 -5.5086 0.477
H -0.9192 0.5064 -5.2492 0.279
H -1.7885 -1.3760 2.5886 0.059
H -3.1950 -3.0016 3.7789 0.500
H -3.4420 -5.3131 2.9683 0.427
H -2.2414 -6.0714 0.9325 0.468
H -0.3895 -5.0540 -1.0210 0.293
C -5.1701 0.5802 1.8616 -0.831
N -4.0050 0.2123 1.0469 0.358
C -4.0371 -0.5986 -0.0570 -1.571
C -2.7564 -0.7000 -0.4880 -0.540
N -1.9323 0.0470 0.3247 1.886
C -2.7197 0.5757 1.2515 -0.482
P -2.2039 1.6580 2.6061 -0.919
C -1.2735 2.8064 1.5753 -0.498
N -0.3489 2.4546 0.6945 1.031
C 0.0217 3.6193 0.0701 -0.667
C -0.6807 4.6664 0.5838 -1.533
N -1.5023 4.1389 1.5397 0.263
C -2.4501 4.8964 2.3676 -0.843
C -0.7893 0.6867 3.1576 -0.564
N 0.1786 0.1331 2.4207 1.066
C 0.9960 -0.5157 3.3204 -0.527
C 0.5140 -0.3583 4.5804 -1.181
N -0.6159 0.3997 4.4657 0.241
C -1.4372 0.8600 5.5933 -0.864
H -6.0579 0.1759 1.3866 0.366
H -5.0871 0.1622 2.8614 0.327
H -5.2705 1.6597 1.9257 0.319
H -4.9507 -1.0340 -0.4295 0.626
H -2.3845 -1.2647 -1.3209 0.483
H 0.7556 3.6565 -0.7054 0.754
H -0.6587 5.7200 0.3544 0.493
H -2.2531 5.9547 2.2347 0.356
H -3.4747 4.6901 2.0690 0.325
H -2.3217 4.6484 3.4168 0.328
H 1.8829 -1.0452 3.0464 0.546
H 0.8827 -0.7183 5.5283 0.501
H -1.1538 0.2920 6.4728 0.337
H -1.2681 1.9160 5.7871 0.332
H -2.4907 0.6910 5.3929 0.360
C 1.9866 2.6512 -2.5099 -1.405
C 2.5795 1.8450 -1.3399 1.451
C 3.2015 2.6880 -0.2365 -1.390
C 3.6501 0.9095 -1.8874 -1.653
O 1.5167 1.0361 -0.7244 0.112
H 2.2637 2.2035 -3.4659 0.362
H 2.3684 3.6735 -2.5049 0.407
H 0.9008 2.6810 -2.4735 0.229
H 4.0835 3.1940 -0.6302 0.531
H 3.5154 2.0452 0.5863 0.288
H 2.5204 3.4369 0.1565 0.281
H 4.4262 1.5280 -2.3401 0.534
H 3.2617 0.2669 -2.6831 0.410
H 4.1152 0.2992 -1.1134 0.428
Se 2.5966 -1.1036 0.6328 0.309
C 2.1882 -2.7718 1.2788 0.202
N 1.9153 -3.8263 1.6627 -0.556

---

Entry 4:
129
Properties=species:S:1:pos:R:3:lowdin_spin:R:1 method="wB97M-V/def2-TZVPD" charge=+1 spin_multiplicity=2 gap_ev="6.00 / 5.98" de_lowest_kcal_mol=0.3 s_squared=0.755 e_lumo_ha="-0.1434 / -0.1443"
Re -1.7520 0.8163 -1.2861 0.758
C -1.9545 4.1112 -1.0778 0.000
P -1.3126 2.8250 0.0432 0.015
C -2.5066 2.7233 1.3949 0.003
C -2.2147 1.8830 2.4674 0.000
C -3.1098 1.7582 3.5146 0.000
C -4.3072 2.4579 3.4893 0.000
C -4.6170 3.2715 2.4106 0.000
C -3.7227 3.4033 1.3597 0.001
C 0.2136 3.5499 0.6933 0.001
C 1.3277 3.5876 -0.1453 0.000
C 2.4772 4.2487 0.2532 0.000
C 2.5208 4.8732 1.4933 0.000
C 1.4186 4.8294 2.3329 0.000
C 0.2643 4.1661 1.9389 0.000
C -2.9959 3.4872 -1.9489 0.004
C -3.9998 4.0179 -2.6846 0.002
C -4.5630 2.9599 -3.4789 -0.005
C -3.8792 1.8255 -3.1994 0.007
C -3.9456 0.4675 -3.8191 0.001
P -2.9399 -0.7111 -2.8222 0.019
C -4.2460 -1.7912 -2.1759 0.008
C -4.9121 -2.6770 -3.0254 0.001
C -5.9731 -3.4259 -2.5484 0.000
C -6.3891 -3.2868 -1.2302 0.000
C -5.7537 -2.3850 -0.3933 0.000
C -4.6864 -1.6362 -0.8677 0.001
C -1.9304 -1.6561 -3.9942 -0.001
C -1.8587 -3.0469 -3.9940 0.000
C -1.0000 -3.6977 -4.8677 0.000
C -0.2080 -2.9685 -5.7413 0.000
C -0.2679 -1.5819 -5.7396 0.000
C -1.1198 -0.9264 -4.8665 0.000
N -2.9181 2.0993 -2.2008 0.001
H -2.3280 4.9721 -0.5207 0.000
H -1.0952 4.4455 -1.6697 0.000
H -1.2912 1.3187 2.4733 0.000
H -2.8799 1.1039 4.3429 0.000
H -5.0040 2.3634 4.3101 0.000
H -5.5563 3.8054 2.3854 0.000
H -3.9834 4.0272 0.5166 0.000
H 1.2991 3.1098 -1.1192 0.000
H 3.3379 4.2756 -0.4003 0.000
H 3.4193 5.3875 1.8055 0.000
H 1.4521 5.3112 3.2997 0.000
H -0.5956 4.1489 2.5953 0.000
H -4.2897 5.0541 -2.7014 0.000
H -5.3598 3.0546 -4.1947 0.000
H -4.9737 0.1023 -3.8318 0.000
H -3.5813 0.4759 -4.8494 0.000
H -4.6034 -2.7812 -4.0578 0.000
H -6.4818 -4.1153 -3.2072 0.000
H -7.2181 -3.8740 -0.8622 0.000
H -6.0845 -2.2546 0.6268 0.000
H -4.2184 -0.9211 -0.2098 0.000
H -2.4662 -3.6286 -3.3143 0.000
H -0.9511 -4.7777 -4.8639 0.000
H 0.4585 -3.4799 -6.4209 0.000
H 0.3509 -1.0105 -6.4173 0.000
H -1.1404 0.1564 -4.8519 0.000
N 0.0581 -2.6594 -0.8763 0.000
C -1.2336 -3.1708 -0.4643 0.000
C -1.6090 -2.6818 0.9245 0.003
C -2.1974 -1.3068 1.0443 0.012
O -3.0226 -0.9885 1.8509 0.021
O -1.7053 -0.3434 0.1894 0.130
H 0.3325 -3.0399 -1.7730 0.000
H 0.0753 -1.6457 -0.9572 0.000
H -1.1555 -4.2592 -0.4161 0.000
H -2.0576 -2.9431 -1.1608 0.000
H -0.7164 -2.7013 1.5616 0.001
H -2.3532 -3.3357 1.3788 0.000
Br 5.7296 1.8472 -5.6102 0.000
C 4.1436 1.5354 -4.6377 0.000
C 4.0549 0.4137 -3.8272 0.000
C 2.9008 0.1989 -3.0941 0.000
C 1.8423 1.0972 -3.1923 -0.001
C 1.9375 2.2108 -4.0246 0.000
C 3.0954 2.4396 -4.7443 0.000
C 0.6086 0.8385 -2.4182 0.001
O 0.5693 0.1402 -1.4028 0.007
O -0.4930 1.3461 -2.8139 0.013
H 4.8774 -0.2813 -3.7655 0.000
H 2.8193 -0.6621 -2.4444 0.000
H 1.1055 2.8976 -4.1046 0.000
H 3.1881 3.3034 -5.3856 0.000
C 4.3678 -1.7131 3.7805 0.000
C 4.1326 -0.2371 3.9306 0.000
C 4.9251 0.4710 4.8295 0.000
C 4.7738 1.8350 5.0278 0.000
C 3.8107 2.5251 4.3148 0.000
C 3.0107 1.8305 3.4197 0.000
C 3.1514 0.4623 3.2154 0.000
Sb 1.7457 -0.4297 1.8366 0.000
C 3.3696 -1.1970 0.6008 0.000
C 4.1706 -0.1098 0.2492 0.000
C 5.2619 -0.2529 -0.5912 0.000
C 5.5543 -1.4999 -1.1155 0.000
C 4.7651 -2.5844 -0.7746 0.000
C 3.6752 -2.4606 0.0872 0.000
C 2.9341 -3.7017 0.4821 0.000
C 0.9747 -1.7721 3.3730 0.000
C 1.0559 -3.1638 3.3228 0.000
C 0.5013 -3.9627 4.3095 0.000
C -0.1443 -3.3706 5.3829 0.000
C -0.2092 -1.9926 5.4567 0.000
C 0.3396 -1.1762 4.4691 0.000
C 0.2676 0.3130 4.6792 0.000
H 5.2389 -2.0179 4.3567 0.000
H 4.5413 -1.9807 2.7377 0.000
H 3.5106 -2.2851 4.1372 0.000
H 5.6804 -0.0656 5.3890 0.000
H 5.4061 2.3514 5.7364 0.000
H 3.6790 3.5896 4.4539 0.000
H 2.2463 2.3701 2.8652 0.000
H 3.9512 0.8733 0.6518 0.000
H 5.8719 0.6050 -0.8374 0.000
H 6.3985 -1.6324 -1.7782 0.000
H 5.0067 -3.5630 -1.1691 0.000
H 3.0941 -4.4971 -0.2436 0.000
H 1.8629 -3.5158 0.5410 0.000
H 3.2983 -4.0616 1.4452 0.000
H 1.5656 -3.6408 2.5051 0.000
H 0.5722 -5.0388 4.2386 0.000
H -0.5886 -3.9774 6.1594 0.000
H -0.6874 -1.5253 6.3087 0.000
H -0.6398 0.5773 5.2207 0.000
H 0.2874 0.8752 3.7445 0.000
H 1.1211 0.6565 5.2677 0.000

---

Strongest force on any atom (eV Å⁻¹)
1.24 2.04 1.86 1.41
Electronic energy (eV)
-80086.5753 -31451.8819 -152525.6986 -172637.0486